No. 1
16
Properties=species:S:1:pos:R:3 method="wB97M-V/def2-TZVPD" energy_ha=-512.34363 relative_energy_ev=1.0569 smiles="N[C@@H](CC(=O)O)C(=O)O" lumo_ha=0.023 homo_lumo_gap_ev=10.35 e_homo_ev=-9.7
N 1.785 1.661 -0.256
C 0.700 0.790 0.329
C -0.550 0.998 -0.389
C -1.694 0.224 0.178
O -1.728 -0.107 1.314
O -2.590 -0.309 -0.707
C 1.037 -0.732 -0.036
O 0.440 -1.445 -0.730
O 2.289 -1.064 0.412
H 2.632 1.478 0.162
H 1.881 1.449 -1.208
H 0.761 0.907 1.480
H -0.756 2.071 -0.062
H -0.467 1.062 -1.455
H -3.265 -0.803 -0.166
H 2.471 -2.072 0.235

---

No. 2
16
Properties=species:S:1:pos:R:3 method="wB97M-V/def2-TZVPD" energy_ha=-512.28175 relative_energy_ev=2.7407 lumo_ha=0.015 homo_lumo_gap_ev=9.68 e_homo_ev=-9.3
C -0.264 -0.609 -1.271
C 0.875 0.198 -1.816
C 0.435 0.400 1.939
C -0.858 0.766 1.239
O -1.445 -0.607 -1.876
O 0.120 -1.783 -0.737
O 0.263 0.390 3.279
N -1.075 0.493 0.039
O 1.513 0.298 1.415
H -1.900 0.099 -1.155
H -0.652 -2.368 -0.729
H 1.130 0.271 3.699
H -1.591 1.298 1.853
H 1.207 -0.262 -2.750
H 1.701 0.203 -1.108
H 0.542 1.212 -2.021

---

No. 3
18
Properties=species:S:1:pos:R:3 method="wB97M-V/def2-TZVPD" total_charge=-2 energy_ha=-1194.90046 relative_energy_ev=2.6434 lumo_ha="0.235 / 0.230" homo_lumo_gap_ev="6.81 / 6.67" e_homo_ev="-0.4 / -0.4"
C -1.027 1.796 -2.177
C -0.263 -2.194 1.388
C -1.142 0.237 -1.712
C 0.243 -1.331 0.443
N -1.354 0.084 -0.348
O -0.777 2.524 -1.201
O -0.939 -3.247 1.170
O -1.218 1.951 -3.410
O 0.241 -1.956 2.535
P 1.026 -0.098 1.429
P -1.431 1.429 0.567
H -0.122 0.071 -2.067
H -2.000 -0.078 -2.367
H 0.251 -1.498 -0.572
H 2.346 -0.647 1.485
H 1.600 0.672 0.325
H -0.161 1.820 1.029
H -1.559 0.638 1.885

---

No. 4
18
Properties=species:S:1:pos:R:3 method="wB97M-V/def2-TZVPD" total_charge=+2 energy_ha=-1759.10285 lumo_ha=-0.424 homo_lumo_gap_ev=6.83 e_homo_ev=-18.4
N 1.756 -0.996 0.729
C 1.457 -0.552 -0.580
C 0.128 0.310 -0.777
O 0.451 1.627 -0.540
C 0.334 1.785 0.851
O 0.906 2.558 1.498
O -0.537 0.806 1.347
C -1.056 0.213 0.218
O -1.974 1.144 -0.317
S -1.948 -1.387 0.379
H 0.995 -1.441 1.220
H 2.176 -0.280 1.302
H 2.270 0.084 -0.890
H 1.495 -1.414 -1.358
H -0.292 0.113 -1.779
H -2.838 0.770 -0.491
H -3.245 -1.070 0.598
Ti -0.076 -2.270 -1.408

---

No. 5
14
Properties=species:S:1:pos:R:3 method="wB97M-V/def2-TZVPD" total_charge=+1 energy_ha=-627.50629 relative_energy_ev=3.1244 lumo_ha="-0.231 / -0.247" homo_lumo_gap_ev="7.91 / 6.98" e_homo_ev="-14.2 / -13.7"
C -1.757 0.616 0.086
C 0.646 1.321 -0.210
C -1.778 -0.904 -0.105
C -0.359 -0.958 0.478
N -0.246 0.543 0.170
O -2.497 1.520 0.219
P 3.474 0.642 0.125
H 0.416 2.302 -0.533
H -2.548 -1.325 0.545
H -1.950 -1.248 -1.102
H -0.531 -1.074 1.650
H 0.351 -1.522 0.053
H 3.749 -0.834 -0.113
H 3.030 0.922 -1.263

---

No. 6
14
Properties=species:S:1:pos:R:3 method="wB97M-V/def2-TZVPD" energy_ha=-684.65704 relative_energy_ev=4.0825 smiles="OC[C@H]1CC(=S)N1" lumo_ha=0.004 homo_lumo_gap_ev=8.17 e_homo_ev=-8.1
O -1.856 -1.175 0.070
C -1.370 0.027 0.597
C -0.256 0.183 -0.288
C 1.042 1.077 -0.034
C 1.823 -0.252 -0.099
S 3.457 -0.614 0.172
N 0.726 -0.970 -0.156
H -2.193 -1.160 -1.017
H -1.466 0.081 1.785
H -2.113 0.884 0.070
H -0.586 0.374 -1.395
H 1.195 1.947 -0.670
H 1.129 1.652 0.843
H 0.468 -2.053 0.123

---

Please write out number 6 again, unchanged.
14
Properties=species:S:1:pos:R:3 method="wB97M-V/def2-TZVPD" energy_ha=-684.65704 relative_energy_ev=4.0825 smiles="OC[C@H]1CC(=S)N1" lumo_ha=0.004 homo_lumo_gap_ev=8.17 e_homo_ev=-8.1
O -1.856 -1.175 0.070
C -1.370 0.027 0.597
C -0.256 0.183 -0.288
C 1.042 1.077 -0.034
C 1.823 -0.252 -0.099
S 3.457 -0.614 0.172
N 0.726 -0.970 -0.156
H -2.193 -1.160 -1.017
H -1.466 0.081 1.785
H -2.113 0.884 0.070
H -0.586 0.374 -1.395
H 1.195 1.947 -0.670
H 1.129 1.652 0.843
H 0.468 -2.053 0.123